{"formula": "C30H43N4O6P2Zr", "method": "the ωB97M-V functional and the def2-TZVPD basis", "symbols": ["Zr", "C", "C", "C", "C", "C", "C", "N", "C", "C", "C", "C", "C", "C", "N", "N", "C", "C", "C", "C", "C", "N", "H", "H", "H", "H", "H", "H", "H", "H", "H", "H", "H", "H", "H", "C", "C", "C", "O", "P", "O", "C", "P", "O", "O", "C", "C", "C", "O", "C", "C", "C", "O", "C", "C", "C", "H", "H", "H", "H", "H", "H", "H", "H", "H", "H", "H", "H", "H", "H", "H", "H", "H", "H", "H", "H", "H", "H", "H", "H", "H", "H", "H", "H", "H", "H"], "coordinates": [[0.8770, -1.3856, -0.2429], [-4.0365, -3.9964, -0.2307], [-3.6545, -2.6995, 0.0719], [-2.3270, -2.4248, 0.3633], [-1.3748, -3.4355, 0.3380], [-1.7514, -4.7325, 0.0225], [-3.0827, -5.0073, -0.2553], [0.0025, -3.0909, 0.6153], [0.8504, -3.9315, 1.3153], [0.4604, -4.9807, 2.1482], [1.4245, -5.7103, 2.8016], [2.8161, -5.4501, 2.6658], [3.2316, -4.4195, 1.8886], [2.2487, -3.6529, 1.2092], [2.5368, -2.6152, 0.3715], [3.7277, -2.2181, 0.2066], [3.8486, -1.2084, -0.7552], [5.1250, -0.8029, -1.1028], [5.2803, 0.1234, -2.1164], [4.1494, 0.6260, -2.7612], [2.9166, 0.1972, -2.3488], [2.7435, -0.6955, -1.3506], [-5.0746, -4.2230, -0.4361], [-4.3951, -1.9095, 0.1098], [-2.0452, -1.4206, 0.6661], [-1.0115, -5.5213, -0.0399], [-3.3752, -6.0205, -0.4986], [-0.5870, -5.1982, 2.2979], [1.1111, -6.5174, 3.4534], [3.5316, -6.0687, 3.1917], [4.2772, -4.1719, 1.7664], [5.9623, -1.2491, -0.5822], [6.2701, 0.4416, -2.4201], [4.2293, 1.3333, -3.5756], [2.0185, 0.5564, -2.8351], [-2.5041, 0.9002, 3.2079], [-1.0272, 0.6874, 3.0315], [-0.1884, 1.1109, 4.2105], [-0.6491, 1.5031, 1.7994], [0.7160, 1.4674, 1.1019], [1.2434, -0.0113, 1.0858], [0.3361, 1.9933, -0.5936], [-0.9107, 0.9864, -1.4756], [-0.4303, -0.4920, -1.4397], [-1.1273, 1.5578, -2.8645], [-0.8170, 1.2791, -4.3200], [0.2091, 2.2879, -4.7668], [-0.4486, -0.1630, -4.5377], [-2.2188, 1.0924, -0.6892], [-3.2365, 2.2174, -0.8931], [-3.6362, 2.6890, 0.4761], [-4.3562, 1.6496, -1.7232], [1.8131, 2.2837, 1.7505], [2.0238, 3.7768, 1.9641], [0.7190, 4.4351, 2.3372], [2.6823, 4.3377, 0.7292], [-2.8359, 0.3336, 4.0795], [-3.0658, 0.5559, 2.3384], [-2.7234, 1.9554, 3.3838], [-0.8215, -0.3417, 2.7570], [-0.3475, 2.1671, 4.4350], [0.8774, 0.9314, 4.0588], [-0.5022, 0.5345, 5.0812], [1.2684, 2.0448, -1.1625], [-0.0751, 3.0083, -0.5378], [-1.7740, 1.4872, -4.7878], [1.1964, 2.0801, -4.3425], [-0.0882, 3.3021, -4.5029], [0.2979, 2.2387, -5.8529], [0.5245, -0.4118, -4.1105], [-0.3836, -0.3178, -5.6153], [-1.2038, -0.8480, -4.1504], [-2.7211, 3.0090, -1.4381], [-4.2662, 1.9526, 0.9777], [-4.2148, 3.6070, 0.3609], [-2.7692, 2.9063, 1.1023], [-4.8450, 0.8305, -1.1934], [-4.0076, 1.2923, -2.6922], [-5.0955, 2.4332, -1.8962], [2.7119, 3.7768, 2.8011], [-0.0170, 4.3583, 1.5292], [0.9040, 5.4958, 2.5099], [0.2939, 4.0161, 3.2483], [1.9625, 4.4805, -0.0833], [3.4992, 3.6980, 0.3919], [3.1047, 5.3144, 0.9686]], "mulliken_charge": [1.9509, -0.7250, -1.1199, 0.4572, 0.1533, -0.2770, -0.8125, 0.1651, 0.4332, -0.6413, -0.6539, -0.7818, -0.6750, 0.5179, 0.8683, -1.1257, -0.0703, -0.4735, -0.4406, -1.1846, -0.0971, 0.0458, 0.4413, 0.5060, 0.2248, 0.6328, 0.4200, 0.6307, 0.4427, 0.4413, 0.5128, 0.5899, 0.5052, 0.5124, 0.4305, -1.2332, 1.0168, -1.3694, 0.9070, -0.7323, -0.5570, -0.5412, 0.3212, -0.6575, -0.4249, 0.5482, -1.2053, -1.2586, 0.1608, 0.5027, -1.0483, -1.3794, -0.3646, 0.4311, -0.9362, -1.3054, 0.5019, 0.0663, 0.3478, -0.1155, 0.2760, 0.3843, 0.4783, 0.5498, 0.6277, 0.3785, 0.1388, 0.3784, 0.4998, 0.1679, 0.5227, 0.3883, 0.4985, 0.2772, 0.5077, 0.0837, 0.2446, 0.2802, 0.4779, 0.3676, 0.2138, 0.5021, 0.1939, 0.2173, 0.3718, 0.4947], "homo_lumo_gap_ev": [5.42, 5.38], "total_energy_ev": -69894.9540, "charge": 3, "homo_energy_ev": [-15.54, -15.53]}